The following is a DFT calculation (wB97M-V/def2-TZVPD) of a structure of composition C44H39CaF9N3P.

XYZ file:
```
97
Properties=species:S:1:pos:R:3:forces:R:3
C 4.324860 -0.599394 -1.047980 -0.030 -0.012 -0.001
H -0.478543 2.928411 -1.105680 0.007 0.014 -0.009
H -3.219268 1.800368 5.171919 -0.002 -0.001 0.011
H -0.365856 -4.773899 1.182346 0.000 -0.012 -0.001
H -0.302577 -3.301159 5.182340 -0.002 -0.002 0.011
C -0.927459 2.058982 2.092839 -0.038 0.038 -0.051
H -2.574419 -3.475789 -0.303086 -0.011 0.004 -0.003
C -2.228272 0.742235 3.608800 -0.006 -0.013 0.033
H 1.713616 2.802710 0.130654 0.003 0.006 -0.007
C 2.596943 -0.756296 0.765285 0.400 -0.065 0.010
F 4.090289 4.994211 -2.211112 -0.003 -0.020 -0.007
C -6.072632 1.555141 -3.570295 -0.017 0.004 -0.001
C -1.943072 0.406366 -3.430150 0.002 -0.009 -0.087
C 5.358654 1.727717 0.011717 -0.022 0.042 -0.030
H 3.942355 -1.526571 -1.465644 0.004 -0.010 -0.006
C 2.646880 2.678679 -2.403973 -0.004 -0.041 0.008
C 2.843869 5.167355 -2.662414 0.024 0.001 0.001
H 2.624744 -1.841739 0.620003 -0.036 -0.015 0.005
H -1.141143 3.963515 0.170265 -0.014 -0.009 -0.026
H -2.753482 -1.761739 0.138274 -0.006 0.001 0.006
H 3.602746 2.648814 -1.899517 0.067 -0.015 0.021
H -4.340360 1.363749 -5.633070 -0.007 0.004 -0.006
C -2.167930 -2.467735 -0.450060 -0.003 0.048 0.003
F 1.585940 -3.487512 -8.752330 -0.010 0.014 0.012
N -1.004381 -0.317692 1.739030 -0.465 -0.018 0.549
F -6.845158 0.465062 -3.738043 0.021 -0.004 0.001
C -0.670074 -2.669262 1.404278 -0.051 0.005 -0.037
H 1.064032 -3.333793 -0.474532 0.005 -0.001 -0.003
F -6.341578 2.385323 -4.591021 0.026 -0.004 -0.003
C 0.195502 -0.669226 -4.962671 -0.013 -0.113 0.053
C -2.054747 3.121507 3.945521 0.004 -0.011 -0.013
C -0.458848 -3.953033 1.881025 0.066 0.016 0.002
C 1.324655 -0.528571 -7.085696 -0.011 0.019 -0.008
C -0.429372 -3.138158 4.119386 0.003 -0.015 0.001
F 2.193679 5.929723 -1.759796 -0.015 0.000 0.005
C 0.889657 3.889793 -3.532284 0.025 0.018 -0.007
Ca 0.369932 -0.109209 0.045313 0.363 -0.132 -0.829
C 0.043140 -3.303135 -0.852966 -0.012 0.007 0.002
H -0.792528 2.748326 -4.184233 0.000 -0.010 -0.010
H -1.075406 -2.391531 -4.707218 0.001 -0.001 0.010
C -4.030343 0.865282 -2.297074 -0.003 0.018 -0.041
H 1.998178 -0.011536 -7.754412 0.009 -0.003 -0.003
C -0.823968 -1.574171 2.291163 -0.056 0.092 -0.022
C 4.304124 1.085817 0.640085 0.007 -0.022 0.064
C 0.974933 -2.291831 -8.846136 0.001 -0.011 -0.008
P -0.186829 -0.088790 -3.276054 -0.136 0.107 0.139
C 1.113313 2.876753 1.039696 0.056 -0.060 0.037
H 0.495587 4.826606 -3.904344 0.000 0.011 0.000
C 0.712681 -1.701160 -7.487294 -0.002 -0.044 -0.005
H 3.917646 1.489617 1.569944 -0.003 0.004 0.005
H -2.276044 0.184228 -1.308684 0.035 0.033 -0.010
F 1.749801 -1.507207 -9.607262 0.009 0.019 0.015
H 2.334808 0.581835 -2.169093 0.026 0.020 -0.026
H 1.540097 0.912516 -5.519102 0.007 -0.008 0.005
C 1.913870 1.505885 -2.557382 0.000 0.009 0.037
C 5.368356 0.051173 -1.684900 0.022 0.009 -0.005
H -2.294794 4.012957 4.507903 -0.009 0.011 0.004
C -0.982427 2.923057 -0.136997 0.075 0.007 -0.030
C -3.877314 1.114664 -4.688147 -0.001 0.005 0.005
H 2.545074 -0.557951 1.841252 -0.020 0.017 0.010
H -1.981591 0.670970 -5.565365 0.008 0.004 0.005
N -0.171157 2.189573 0.845238 -0.163 0.101 0.187
C 0.677260 1.516878 -3.195152 -0.014 0.017 0.014
C -2.703089 0.467989 -2.265226 -0.013 0.011 0.065
H -0.689052 -1.040790 4.369345 -0.004 -0.002 0.001
H -0.164407 -5.210767 3.595339 0.001 -0.009 0.006
H 6.726174 1.727195 -1.655235 0.014 0.006 -0.010
C -2.557486 1.881697 4.318740 0.013 0.002 -0.017
H 5.765162 2.632426 0.449317 0.003 0.004 0.007
C 0.172079 2.720522 -3.693836 0.003 -0.036 0.032
C 5.901421 1.227082 -1.166421 -0.035 -0.010 -0.006
H 1.658271 2.399039 1.851788 0.005 -0.005 0.002
C 3.744990 -0.107908 0.140043 -0.065 0.065 -0.055
C -2.547878 0.728331 -4.643902 -0.010 -0.004 -0.037
C -0.340954 -4.205636 3.238898 -0.003 0.018 0.008
H -0.627518 -3.293144 -6.952305 0.003 -0.012 -0.005
H 0.983221 3.939220 1.274179 0.006 -0.008 0.018
H 0.055942 -2.921013 -1.876201 0.002 -0.005 0.006
C -0.154300 -2.374515 -6.631616 0.004 0.021 -0.020
F -0.172114 -2.496495 -9.520609 -0.005 0.000 0.013
C -0.663499 -1.854897 3.659957 0.033 -0.005 0.000
H -1.956673 2.446170 -0.236134 -0.012 -0.014 -0.018
H -2.646983 -0.209390 3.906086 -0.011 0.008 0.000
H -0.353434 -4.324639 -0.882892 0.001 -0.002 -0.003
H -4.607121 0.914987 -1.383565 -0.010 -0.001 0.009
N -0.765215 -2.404958 -0.026319 0.038 0.000 0.050
C -0.402882 -1.863483 -5.373965 0.007 -0.006 -0.012
F 2.918749 5.890040 -3.794824 -0.017 -0.018 -0.007
C -1.255038 3.194993 2.816663 -0.040 -0.008 0.024
H 5.783565 -0.373396 -2.591751 0.001 -0.006 -0.009
C 1.062731 -0.010107 -5.822057 0.019 0.003 -0.025
C -1.368999 0.780809 2.495066 -0.001 -0.070 -0.021
C 2.121836 3.864548 -2.882101 -0.007 0.048 0.008
F -6.483082 2.157151 -2.443932 0.020 -0.003 0.016
H -2.247697 -2.210180 -1.508457 -0.003 -0.009 -0.005
H -0.883836 4.158976 2.489046 0.000 0.012 0.000
C -4.613230 1.187536 -3.513525 -0.027 -0.008 0.011
```
Positions in Å, forces in eV/Å.

Computed properties:
HOMO energy = -0.2433 hartree
LUMO energy = -0.487 eV
Gap between HOMO and LUMO = 6.134 eV
ΔE to the lowest compared entry with this formula, charge and spin = 0.0 kJ/mol

***

The following is a DFT calculation (wB97M-V/def2-TZVPD) of a cluster of 2 separate species, C5H10N2O in total at a distorted geometry.

XYZ file:
```
18
Properties=species:S:1:pos:R:3:forces:R:3
C 2.191381 -0.522841 0.624262 0.925 -1.302 0.899
H -2.298843 1.465934 -1.853398 0.284 -0.928 -0.982
O -2.793407 0.207405 0.858396 0.727 -0.553 0.006
C -0.490046 0.709014 -0.010516 3.500 -2.498 0.090
H 0.015376 1.336258 -0.748113 -1.037 0.405 -0.519
C 3.237079 -0.814199 -0.131566 0.455 -0.093 -0.144
H -0.678136 -0.997346 -1.477817 -0.496 0.205 -0.247
H -0.169341 1.737047 1.512256 0.602 0.060 0.309
H 1.416563 -1.268853 0.743233 -0.245 0.183 -0.275
H -3.655006 0.039817 0.443527 -0.087 0.309 0.261
N -2.736804 0.717683 -1.315402 0.566 2.177 0.630
C -0.914281 -0.674383 -0.477848 2.683 1.623 0.377
H 4.148739 -0.232221 -0.147631 -0.068 0.299 0.045
H 2.205185 0.201467 1.418677 0.129 0.463 -0.361
C -2.006077 0.459585 -0.255441 -4.802 -1.650 -0.364
H -0.825798 -1.413151 0.308965 -0.682 0.150 0.220
H 3.306719 -1.729015 -0.707625 -0.332 0.057 -0.223
N 0.046705 0.777806 1.216048 -2.121 1.091 0.276
```
Positions in Å, forces in eV/Å.

Computed properties:
HOMO energy = -0.3064 hartree
LUMO energy = -2.065 eV
Gap between HOMO and LUMO = 6.273 eV
ΔE to the lowest compared entry with this formula, charge and spin = 724.9 kJ/mol

***

The following is a DFT calculation (wB97M-V/def2-TZVPD) of a structure of composition C21H26ClNdP2 at a distorted geometry.

XYZ file:
```
51
Properties=species:S:1:pos:R:3:forces:R:3
C 0.708145 1.637324 -2.734504 -0.035 0.037 -0.246
H -1.485886 -0.862370 -1.917678 0.165 0.136 -0.237
C 0.270517 1.895157 -4.037808 -0.001 -0.125 0.308
C 3.259034 1.392775 -0.244773 0.044 -0.112 0.169
H 0.795307 2.775205 3.887511 -0.157 0.128 -0.317
H 6.342974 0.015608 -0.716727 -0.312 0.008 0.009
C 0.084960 0.638969 -1.972787 -0.621 -0.406 -0.034
H -0.782530 -3.224379 -0.256781 -0.045 -0.303 0.134
C 4.648712 1.302619 -0.332870 -0.097 -0.240 -0.138
H -4.361349 -3.494419 1.234669 0.146 0.335 -0.429
H 2.807820 2.362009 -0.033280 0.120 -0.235 0.019
P -2.210069 -2.393327 1.532557 -0.380 -1.050 0.250
H 1.990677 1.574200 2.053317 -0.435 -0.210 0.105
C 4.463597 -1.039162 -0.926040 -0.004 0.055 -0.125
H 1.538846 2.214099 -2.320938 -0.216 -0.208 -0.143
H -3.668382 -2.930344 -0.342317 -0.267 0.165 0.379
C -0.988715 -0.094273 -2.517423 0.323 0.297 0.064
C -1.402854 0.157097 -3.825341 -0.024 0.064 -0.094
C -0.854886 3.397371 2.596074 0.131 0.058 0.301
C -1.193115 -3.661164 0.663555 0.309 0.490 -0.170
C 0.346813 2.722879 2.891733 0.369 0.274 -0.444
C 5.256768 0.085255 -0.659392 -0.421 -0.038 0.050
H -4.436175 -1.748703 0.792144 -0.052 -0.482 -0.183
H -3.429286 -3.812908 3.076112 0.329 0.079 0.171
H -1.099285 1.334593 -5.615704 0.107 -0.076 0.398
H 2.442628 -1.825359 -1.063754 0.331 0.163 0.194
C -0.831032 2.523976 0.328427 0.275 0.008 0.347
H 5.252024 2.188913 -0.144547 -0.116 -0.203 -0.116
H 0.753295 2.677549 -4.623395 -0.120 -0.230 0.158
H -2.510571 0.218653 0.885451 1.507 -0.367 -4.028
C -1.397185 3.356109 1.305946 0.171 0.076 -0.321
Nd -1.058052 0.425479 2.165998 1.618 -2.175 4.768
C 0.359177 1.810483 0.611456 0.335 0.379 0.368
H -1.650115 -4.011272 3.256624 -0.254 0.249 0.101
C -3.841151 -2.673009 0.715771 0.072 0.467 -0.048
C 3.073313 -0.963347 -0.826324 0.034 0.390 0.293
C -2.465979 -3.290630 3.119833 0.004 0.384 0.265
H -0.369423 -3.975961 1.317480 -0.179 0.135 -0.263
C -0.775712 1.147191 -4.588288 0.017 -0.109 0.210
Cl 0.470055 -1.427480 3.106357 -0.190 0.883 -0.221
H 4.932533 -1.982275 -1.218471 -0.169 0.354 0.106
H -1.306248 2.393873 -0.646030 0.143 0.145 0.218
H -2.213895 -0.428468 -4.256688 0.188 0.164 0.106
H -1.825942 -4.525949 0.414723 0.177 0.289 0.130
H -2.465454 -2.582056 3.958431 -0.045 -0.387 -0.051
H -2.239707 3.991932 1.028297 0.067 -0.291 0.273
P 0.656011 0.234934 -0.282202 0.397 1.585 -1.264
C 2.468686 0.249173 -0.430688 0.442 -0.893 -0.070
H -1.736031 0.210543 0.346196 -3.760 -0.076 -0.326
C 0.997168 1.993359 1.882761 0.009 0.652 -0.424
H -1.320029 4.019529 3.363326 0.069 -0.237 -0.204
```
Positions in Å, forces in eV/Å.

Computed properties:
2S+1 = 4
Charge = +2
HOMO energy (alpha / beta) = -0.5414 / -0.5414 hartree
LUMO energy (alpha / beta) = -8.508 / -8.453 eV
Gap between HOMO and LUMO (alpha / beta) = 6.223 / 6.279 eV